181
Properties=species:S:1:pos:R:3:lowdin_charge:R:1 method="wB97M-V/def2-TZVPD" total_charge=-2 orbital_gap_ha=0.19164
K 0.3365 1.2984 -0.8044 0.59
C 2.3123 -3.3650 -4.2883 -0.18
Si 2.3192 -1.4730 -4.2549 0.28
C 4.0600 -1.0548 -3.6009 -0.18
C 2.3571 -0.8996 -6.0750 -0.17
N 1.1339 -0.8057 -3.2623 -0.25
P -0.4485 -0.6082 -3.5295 0.60
C -1.2542 -0.2382 -2.1038 -0.55
P -2.6997 0.6169 -2.0023 0.58
N -2.8817 1.2379 -0.5306 -0.27
Si -4.2699 1.9839 0.0914 0.27
C -3.7843 3.5303 1.0784 -0.20
C -5.6306 2.5579 -1.0981 -0.18
C -5.1855 0.8415 1.2894 -0.19
C -2.9554 1.9985 -3.2110 -0.27
C -3.3615 1.8540 -4.5354 -0.11
C -3.5241 2.9609 -5.3604 -0.10
C -3.2481 4.2358 -4.8864 -0.11
C -2.7942 4.3956 -3.5836 -0.09
C -2.6523 3.2871 -2.7601 -0.10
C -4.2071 -0.4731 -2.2766 -0.24
C -5.3033 -0.2933 -3.1173 -0.10
C -6.3513 -1.2142 -3.1509 -0.11
C -6.3342 -2.3314 -2.3328 -0.12
C -5.2565 -2.5230 -1.4725 -0.10
C -4.2163 -1.6091 -1.4532 -0.12
C -0.5610 0.5814 -4.9456 -0.28
C -1.1152 0.4061 -6.2092 -0.11
C -1.0264 1.4106 -7.1694 -0.11
C -0.4209 2.6214 -6.8690 -0.11
C 0.0953 2.8329 -5.5930 -0.08
C 0.0254 1.8175 -4.6554 -0.11
C -1.0682 -2.2104 -4.2746 -0.24
C -0.7616 -2.6957 -5.5482 -0.13
C -1.1700 -3.9604 -5.9584 -0.11
C -1.8797 -4.7811 -5.0922 -0.12
C -2.1785 -4.3242 -3.8143 -0.09
C -1.7781 -3.0538 -3.4162 -0.08
H 3.2646 -3.7673 -4.6601 0.03
H 1.5023 -3.7744 -4.8984 0.01
H 2.1602 -3.7206 -3.2640 -0.01
H 4.5432 -1.9538 -3.1979 0.01
H 4.0394 -0.3060 -2.8092 -0.01
H 4.7009 -0.6713 -4.4038 0.02
H 3.3861 -0.7381 -6.4145 0.01
H 1.8126 0.0438 -6.1952 0.01
H 1.8998 -1.6305 -6.7506 0.01
H -2.8095 3.9085 0.7552 0.02
H -3.7016 3.2948 2.1450 -0.03
H -4.5237 4.3331 0.9668 0.01
H -5.2293 3.1508 -1.9255 0.01
H -6.3588 3.1748 -0.5582 0.02
H -6.1613 1.7035 -1.5297 0.01
H -4.5009 0.4870 2.0670 -0.04
H -5.5835 -0.0333 0.7630 0.01
H -6.0182 1.3609 1.7829 0.02
H -3.5432 0.8635 -4.9338 0.10
H -3.8538 2.8248 -6.3843 0.10
H -3.3690 5.0960 -5.5351 0.09
H -2.5617 5.3847 -3.2058 0.10
H -2.3253 3.4048 -1.7328 0.09
H -5.3752 0.5906 -3.7364 0.08
H -7.1889 -1.0475 -3.8195 0.09
H -7.1543 -3.0398 -2.3551 0.09
H -5.2336 -3.3873 -0.8173 0.09
H -3.3756 -1.7483 -0.7877 0.06
H -1.6315 -0.5112 -6.4563 0.09
H -1.4469 1.2495 -8.1560 0.09
H -0.3705 3.4058 -7.6152 0.09
H 0.5559 3.7802 -5.3364 0.10
H 0.4373 1.9322 -3.6603 0.07
H -0.1701 -2.0924 -6.2259 0.08
H -0.9188 -4.3112 -6.9538 0.09
H -2.1898 -5.7705 -5.4096 0.09
H -2.7304 -4.9573 -3.1274 0.09
H -2.0019 -2.6718 -2.4261 0.07
Cl 5.1817 7.0159 -2.6925 0.60
C 4.1158 5.9321 -1.8078 -0.63
C 3.6558 6.3087 -0.5792 -0.22
C 2.8154 5.4653 0.1517 -0.64
I 2.1813 6.1075 2.0378 0.97
C 2.3696 4.1894 -0.2828 -0.48
O 1.6127 3.4251 0.3683 -0.17
C 2.9043 3.8195 -1.6128 -0.13
N 2.5387 2.6001 -2.0860 0.09
C 2.9559 2.2138 -3.2698 -0.16
C 3.7776 3.0083 -4.0878 -0.05
C 4.1750 4.2305 -3.6307 -0.04
C 3.7503 4.6805 -2.3597 -0.19
H 3.9498 7.2671 -0.1734 0.08
H 2.6173 1.2359 -3.5979 0.06
H 4.0746 2.6460 -5.0646 0.10
H 4.8127 4.8701 -4.2270 0.08
C 3.4775 -7.3839 -0.8136 -0.19
Si 2.3881 -5.8831 -0.5105 0.35
C 1.6570 -6.0611 1.2108 -0.20
C 0.9839 -5.8828 -1.7410 -0.19
C 3.3951 -4.3206 -0.6209 -0.59
Te 2.1833 -2.6385 -0.0416 1.31
C 3.7873 -1.2080 -0.0909 -0.55
Si 4.4335 -0.7113 1.5881 0.39
C 5.9802 0.3347 1.3803 -0.19
C 3.1704 0.2947 2.5126 -0.16
C 4.9128 -2.2321 2.5892 -0.19
H 2.8857 -8.3048 -0.7726 0.02
H 4.2686 -7.4549 -0.0595 0.02
H 3.9547 -7.3337 -1.7982 0.03
H 1.0164 -6.9477 1.2702 0.03
H 1.0518 -5.1811 1.4579 0.00
H 2.4385 -6.1480 1.9740 0.03
H 0.2758 -6.6881 -1.5193 0.03
H 1.3416 -6.0133 -2.7668 0.03
H 0.4373 -4.9327 -1.7163 0.02
H 3.7517 -4.1536 -1.6417 0.00
H 4.2595 -4.3614 0.0495 0.01
H 3.3929 -0.3346 -0.6201 0.00
H 4.5520 -1.6515 -0.7288 0.00
H 5.7561 1.2333 0.7949 0.03
H 6.7767 -0.2127 0.8654 0.02
H 6.3612 0.6566 2.3557 0.02
H 2.9634 1.2351 1.9830 0.04
H 3.5308 0.5357 3.5185 0.03
H 2.2212 -0.2472 2.5995 0.01
H 5.9347 -2.5553 2.3620 0.02
H 4.2327 -3.0627 2.3724 0.00
H 4.8547 -2.0219 3.6626 0.03
C 0.8790 -2.8610 3.6151 -0.05
N -0.3946 -2.7696 2.9158 -0.13
C -1.4502 -3.7239 3.1983 -0.06
C -0.5559 -1.7587 2.0055 -0.57
C -1.8335 -1.7301 1.2139 -0.03
O 0.3476 -0.9580 1.8224 -0.09
H 1.0287 -3.8879 3.9505 0.08
H 0.9325 -2.1913 4.4781 0.07
H 1.6807 -2.5892 2.9320 0.02
H -1.0373 -4.5375 3.7918 0.08
H -1.8577 -4.1514 2.2809 0.08
H -2.2791 -3.2777 3.7585 0.08
H -2.7100 -1.6929 1.8668 0.08
H -1.8994 -2.6266 0.5867 0.09
H -1.8307 -0.8479 0.5729 0.04
C -4.4082 0.5855 6.2935 -0.12
C -3.0792 0.8656 6.9901 -0.26
C -2.2254 -0.3898 7.1735 -0.19
C -1.5423 -0.8728 5.8942 -0.17
N -0.5093 0.0424 5.4409 -0.02
C -0.6613 0.9736 4.4389 -0.66
Se -2.0468 1.1319 3.2828 0.85
N 0.4659 1.7374 4.4485 0.00
C 0.6410 2.9349 3.6183 -0.16
C -0.2182 4.0885 4.1309 -0.21
C 0.1424 4.5596 5.5417 -0.25
C 1.4175 5.4011 5.5906 -0.14
C 1.3273 1.3103 5.4472 -0.16
C 2.5719 1.7590 5.8516 -0.02
C 3.1796 1.0947 6.9115 -0.09
C 2.5609 0.0155 7.5424 -0.10
C 1.3095 -0.4334 7.1333 -0.02
C 0.7081 0.2328 6.0797 -0.16
H -5.0157 1.4911 6.2340 0.07
H -4.9812 -0.1739 6.8362 0.07
H -4.2470 0.2425 5.2690 0.04
H -3.2630 1.3099 7.9725 0.10
H -2.5209 1.6033 6.4057 0.09
H -2.8526 -1.2069 7.5471 0.11
H -1.4546 -0.2042 7.9279 0.10
H -2.2542 -0.9652 5.0737 0.08
H -1.0844 -1.8482 6.0665 0.12
H 0.3753 2.6907 2.5921 0.10
H 1.7012 3.1865 3.6223 0.10
H -1.2611 3.7708 4.0949 0.07
H -0.1141 4.9160 3.4255 0.05
H 0.2505 3.6961 6.2068 0.10
H -0.6887 5.1497 5.9369 0.10
H 2.2817 4.8464 5.2142 0.04
H 1.6453 5.7230 6.6098 0.06
H 1.3125 6.2938 4.9674 0.03
H 3.0598 2.5888 5.3562 0.11
H 4.1563 1.4211 7.2478 0.10
H 3.0611 -0.4811 8.3646 0.09
H 0.8278 -1.2731 7.6178 0.11